[1]
A gas-phase ion, C4H8N3S (charge +1). Source: the OMol25 dataset; level of theory: ωB97M-V/def2-TZVPD.

Summary:
Frontier orbital gap (spin up / spin down): 7.0 / 7.0 eV
2S+1: 3
Charge: +1
Lowest unoccupied orbital energy (spin up / spin down): -3.23 / -6.83 eV
Energy relative to the best compared isomer or geometry (same formula, charge and spin): 130.7 kJ/mol
HOMO level (spin up / spin down): -10.2 / -13.8 eV

Geometry (Å):
C1 -1.391 1.198 -0.522
C2 -0.504 2.246 -0.584
C3 -1.044 -0.140 -0.446
C4 0.588 -1.644 0.472
N1 0.081 -0.712 -0.203
N2 0.588 -1.757 1.849
N3 0.825 2.074 -0.533
S1 1.332 -2.931 -0.470
H1 -2.461 1.485 -0.634
H2 -0.869 3.284 -0.677
H3 -1.918 -0.769 -0.348
H4 0.837 -2.765 2.091
H5 0.352 -1.182 2.638
H6 1.024 1.003 -0.661
H7 1.512 2.804 -0.454
H8 1.049 -2.195 -1.516



[2]
A molecular structure, C24H15BrInN7O2Se3Te. Source: the OMol25 dataset; level of theory: ωB97M-V/def2-TZVPD.

Summary:
Frontier orbital gap: 5.6 eV
Charge: 0
Lowest unoccupied orbital energy: -1.38 eV
HOMO level: -7.0 eV

Geometry (Å):
In1 -0.349 -1.766 -0.371
C1 0.962 -1.323 -4.740
C2 0.881 -1.781 -3.428
N1 0.634 -0.949 -2.436
C3 0.533 0.355 -2.699
C4 0.587 0.790 -4.030
N2 0.777 -0.046 -5.032
C5 0.399 1.238 -1.533
C6 0.337 2.628 -1.624
C7 0.243 3.380 -0.457
C8 0.234 2.704 0.760
C9 0.303 1.314 0.768
N3 0.395 0.617 -0.357
C10 0.347 0.524 2.007
C11 0.347 1.092 3.288
N4 0.529 0.372 4.377
C12 0.738 -0.924 4.220
C13 0.691 -1.511 2.962
N5 0.462 -0.797 1.874
C14 0.128 4.844 -0.500
C15 -0.777 5.500 0.332
C16 -0.896 6.875 0.226
N6 -0.186 7.606 -0.615
C17 0.691 6.988 -1.385
C18 0.888 5.617 -1.375
H1 1.163 -1.985 -5.570
H2 1.015 -2.821 -3.158
H3 0.476 1.829 -4.309
H4 0.341 3.128 -2.578
H5 0.211 3.273 1.675
H6 0.206 2.150 3.452
H7 0.933 -1.503 5.111
H8 0.879 -2.564 2.831
H9 -1.395 4.944 1.019
H10 -1.601 7.415 0.842
H11 1.254 7.629 -2.049
H12 1.625 5.161 -2.018
Se1 -2.549 -0.119 -0.810
Se2 -4.194 -1.629 -1.243
Te1 -3.195 -3.019 -3.100
Se3 -1.296 -3.987 -1.810
Br1 -2.985 -2.655 2.244
C19 -1.637 -3.958 1.969
C20 -1.748 -5.220 2.528
C21 -0.672 -6.081 2.374
C22 0.454 -5.642 1.694
C23 0.446 -4.368 1.142
N7 -0.589 -3.553 1.286
C24 1.691 -3.806 0.433
O1 2.717 -4.446 0.536
O2 1.563 -2.697 -0.169
H13 -2.641 -5.500 3.064
H14 -0.710 -7.071 2.804
H15 1.338 -6.248 1.579



These records have electronic energy values of -719.2842, -11693.9717 Eh, in the order they appear.